1.
{
  "formula": "C32H39BBiCl3GeN5P2",
  "method": "ωB97M-V/def2-TZVPD",
  "total_charge": 2,
  "homo_ev": [-13.42, -13.93],
  "e_lumo_ev": [-5.4, -8.7],
  "homo_lumo_gap_ev": [8.00, 5.27],
  "relative_energy_kcal_mol": 30.4,
  "spin_multiplicity": 2,
  "s_squared": 0.76,
  "species": ["C", "C", "Cl", "H", "C", "H", "C", "H", "H", "C", "H", "H", "C", "H", "H", "H", "C", "H", "H", "C", "B", "N", "H", "N", "C", "H", "N", "Ge", "H", "Cl", "H", "H", "Cl", "C", "H", "C", "C", "C", "C", "C", "C", "H", "H", "H", "H", "H", "H", "C", "H", "H", "H", "H", "C", "P", "C", "C", "H", "C", "C", "C", "H", "H", "C", "N", "C", "H", "C", "C", "C", "H", "H", "N", "H", "C", "H", "Bi", "C", "H", "H", "H", "C", "P", "H", "C"],
  "positions_angstrom": [[-0.352, 0.996, 2.715], [3.738, -1.988, 2.125], [-5.236, -3.120, 1.569], [0.212, -1.348, 4.881], [5.053, 1.958, 1.127], [2.763, 3.308, 3.921], [-2.837, 0.819, -1.822], [-0.604, 1.926, 2.245], [4.358, -2.475, -1.170], [1.220, -4.314, -0.601], [1.488, -5.168, -1.182], [-0.559, 4.560, -1.387], [4.703, 3.428, 3.000], [3.038, 3.457, -0.510], [1.598, 4.354, 1.752], [3.970, 0.613, -5.690], [5.521, 2.926, 2.002], [0.616, 5.325, 0.627], [2.203, 2.898, -1.973], [4.250, 1.268, -2.384], [0.336, -2.618, 2.529], [0.548, -2.283, 0.000], [-3.159, -0.217, -1.752], [0.263, -1.093, 2.812], [4.842, -4.086, 1.762], [-0.162, 4.289, 1.848], [0.018, -0.071, 1.978], [3.101, 0.004, 0.072], [-4.214, 0.521, 0.994], [-5.047, -2.576, -1.312], [-2.035, 0.893, -2.555], [-2.136, 3.760, 0.412], [-3.307, -4.604, -0.092], [-3.845, 1.515, 0.763], [1.508, -4.904, 1.532], [4.327, -2.671, -0.108], [0.070, -0.678, 4.058], [3.481, 0.227, -1.873], [2.939, 1.986, 2.258], [4.889, -3.828, 0.401], [-0.328, 0.655, 4.049], [6.536, 3.276, 1.909], [-2.842, 3.546, -1.194], [-0.584, 2.944, -2.105], [-0.558, 1.267, 4.896], [4.720, 1.966, -1.710], [2.325, -1.502, -2.373], [-0.678, 3.496, -1.166], [5.255, -5.004, 2.150], [1.984, 4.563, -1.406], [5.020, 2.218, -4.139], [1.077, -3.099, 3.314], [-4.142, -3.046, 0.160], [-2.274, 1.409, -0.176], [-2.032, 3.219, -0.533], [0.774, -3.090, -1.050], [0.573, -2.762, -2.051], [3.751, 1.482, 1.250], [3.762, -1.738, 0.755], [3.103, -0.558, -4.128], [1.933, 1.612, 2.376], [3.321, -1.256, 2.801], [4.426, 1.405, -3.751], [0.829, -2.967, 1.115], [3.409, 2.950, 3.131], [-3.676, 1.430, -2.156], [4.268, -3.164, 2.623], [1.240, -4.187, 0.783], [0.681, 4.379, 1.166], [-4.581, 2.054, 0.167], [-3.668, 2.050, 1.695], [-2.353, -1.228, 0.537], [5.075, 4.177, 3.685], [-3.146, -2.041, 0.389], [-0.790, -3.010, 2.600], [0.374, -0.035, -0.169], [3.846, 0.500, -4.625], [4.241, -3.359, 3.683], [2.677, -1.288, -4.800], [5.704, 1.558, 0.363], [2.909, -0.680, -2.764], [0.712, 2.985, -0.042], [5.368, -4.526, -0.267], [2.121, 3.530, -1.090]],
  "forces_ev_per_a": [[-0.08, -0.13, 0.19], [0.00, 0.09, -0.01], [0.40, 0.04, -0.47], [0.00, -0.21, 0.14], [-0.07, -0.23, -0.18], [0.02, 0.08, 0.06], [0.12, -0.02, 0.30], [0.04, 0.12, -0.03], [0.04, -0.04, -0.13], [-0.05, 0.16, 0.14], [0.06, -0.25, -0.16], [0.02, -0.10, -0.06], [-0.08, 0.04, 0.11], [0.10, -0.02, -0.03], [-0.01, 0.04, -0.01], [0.08, 0.02, -0.13], [0.11, 0.01, -0.05], [-0.01, -0.06, -0.03], [0.04, -0.02, -0.02], [0.06, -0.01, 0.21], [-0.37, -0.21, -0.24], [-0.47, -0.05, -0.06], [0.00, -0.04, -0.08], [0.45, 0.15, 0.38], [-0.01, 0.00, -0.09], [-0.05, 0.07, 0.07], [-0.35, 0.24, 0.10], [2.51, -0.01, -0.03], [-0.09, -0.01, 0.04], [0.21, -0.12, 0.37], [0.04, 0.00, -0.05], [-0.04, -0.01, -0.04], [-0.24, 0.43, 0.10], [0.42, -0.35, 0.24], [0.03, -0.10, 0.25], [-0.03, 0.15, -0.13], [0.03, 0.41, -0.02], [-0.35, -0.04, 0.71], [-0.04, -0.18, -0.04], [0.01, -0.05, -0.03], [0.03, -0.11, -0.13], [0.13, 0.07, -0.03], [-0.01, -0.06, 0.12], [0.08, 0.06, -0.07], [-0.07, 0.14, 0.14], [0.05, 0.18, 0.02], [-0.01, -0.16, -0.08], [0.14, -0.20, 0.25], [0.08, -0.07, 0.05], [-0.09, 0.05, 0.03], [0.08, 0.10, -0.01], [0.16, -0.16, 0.29], [-1.05, -1.11, -0.17], [-0.76, 1.08, -0.96], [0.11, -0.29, 0.13], [0.02, -0.18, 0.10], [0.01, 0.12, -0.26], [-0.62, -0.55, -0.44], [-0.56, 0.76, -0.23], [-0.06, -0.01, -0.11], [-0.03, 0.00, 0.09], [-0.07, 0.06, 0.14], [0.06, 0.02, -0.05], [0.37, -0.20, 0.01], [0.02, 0.04, 0.12], [-0.01, 0.01, 0.00], [-0.05, 0.06, 0.10], [0.08, -0.05, -0.37], [-0.05, -0.53, 0.08], [0.07, 0.03, -0.06], [-0.05, 0.02, 0.06], [0.06, -0.37, 0.11], [0.04, 0.02, 0.00], [0.53, 0.45, 0.18], [-0.29, -0.17, 0.13], [-0.90, 0.49, -0.24], [-0.06, -0.08, 0.06], [0.01, -0.01, 0.14], [-0.07, -0.04, -0.08], [0.16, 0.01, -0.02], [-0.05, -0.06, 0.23], [0.24, 1.20, -0.73], [0.03, -0.13, -0.10], [-0.15, -0.24, 0.22]]
}

2.
{
  "formula": "C32H39BeCl4F3KN5O9PS",
  "method": "ωB97M-V/def2-TZVPD",
  "total_charge": -1,
  "homo_ev": -3.35,
  "e_lumo_ev": -2.5,
  "homo_lumo_gap_ev": 0.82,
  "species": ["C", "C", "C", "H", "C", "C", "H", "O", "H", "H", "Cl", "C", "H", "F", "H", "C", "P", "H", "C", "Cl", "C", "C", "C", "C", "H", "N", "H", "H", "H", "F", "C", "H", "H", "N", "C", "H", "C", "C", "C", "H", "C", "O", "C", "O", "O", "C", "C", "H", "H", "N", "C", "H", "H", "Cl", "H", "C", "C", "C", "H", "C", "C", "O", "N", "H", "H", "C", "Cl", "H", "C", "H", "H", "F", "C", "H", "H", "H", "C", "H", "H", "H", "O", "O", "N", "H", "K", "H", "H", "H", "S", "C", "Be", "H", "H", "O", "O", "H"],
  "positions_angstrom": [[2.985, 1.543, 0.431], [-8.014, -6.658, 1.141], [-4.511, 0.326, -0.589], [-8.425, -4.660, 1.787], [7.346, 4.979, -1.492], [10.154, -0.362, 2.311], [7.575, 6.591, -2.958], [8.424, 2.224, -2.380], [3.996, 1.421, 0.872], [7.863, 5.595, -0.758], [-5.443, -1.148, 3.483], [-3.380, -1.991, -2.378], [11.223, 3.123, 3.596], [8.560, 4.935, -3.513], [-4.434, -2.751, -0.511], [11.055, -0.255, 3.362], [-6.218, -0.222, 1.753], [-3.242, -2.805, -3.151], [10.926, 2.146, 3.233], [-5.669, -3.483, 1.968], [11.438, 0.997, 3.824], [-3.775, 1.460, 1.577], [-2.549, 2.108, 0.940], [-3.295, 0.975, -1.197], [1.198, 3.762, -1.672], [-1.770, 2.899, 1.746], [-1.100, 8.097, -1.325], [3.533, 3.436, -0.713], [-0.395, -2.488, 2.050], [2.736, 2.590, 2.395], [1.872, 0.579, 0.704], [-1.704, -1.593, -0.381], [-4.109, -6.752, -2.385], [-2.542, -1.995, 0.045], [2.738, 2.704, -0.463], [-1.192, 3.449, -1.519], [-7.558, -5.304, 1.623], [-4.764, 0.562, 0.857], [-8.913, -7.455, 2.056], [-2.039, 8.770, -2.312], [-2.334, 1.807, -0.505], [-7.213, 0.989, 2.354], [9.669, 2.024, -2.383], [-7.673, -7.098, 0.059], [6.313, 5.064, -3.524], [-2.166, -2.943, 1.082], [-4.712, -1.221, -2.725], [9.837, -1.330, 1.944], [-0.296, 0.071, 0.357], [-3.849, 1.825, 2.913], [-3.411, -2.665, -0.961], [-6.988, -5.411, 2.542], [-1.165, 1.806, -2.376], [-4.396, -5.793, -0.255], [7.687, 3.947, -1.387], [7.501, 5.502, -2.889], [5.371, 4.998, -2.539], [9.655, 0.788, 1.726], [-3.038, -3.725, -1.086], [-1.121, 2.330, -1.343], [1.398, 2.880, -1.003], [5.933, 5.031, -1.304], [-3.044, -3.559, 1.769], [11.458, -1.150, 3.821], [-0.189, -3.288, 0.574], [0.529, 0.797, 0.133], [-5.957, -5.314, -2.673], [-2.508, -1.288, -2.434], [10.034, 2.042, 2.174], [-8.400, -7.657, 2.998], [-6.244, 0.104, -1.879], [8.790, 0.686, 0.707], [-5.432, -0.576, -1.474], [9.631, 2.926, 1.696], [-6.928, -4.854, 0.871], [-5.567, -7.359, -1.562], [-4.967, -6.478, -1.775], [-4.488, -0.419, -3.487], [-5.417, -1.936, -3.236], [-4.034, -3.246, 1.420], [-1.743, 7.902, -2.016], [10.283, 1.408, -3.253], [-0.753, -3.209, 1.421], [-3.126, 0.776, -2.289], [-1.542, 4.265, -3.253], [2.113, -0.272, 1.378], [12.138, 1.080, 4.648], [-7.810, 0.558, 3.000], [-2.556, 2.833, 3.229], [0.260, 1.965, -0.718], [-7.552, -1.761, 0.613], [-5.958, -1.372, -0.880], [-9.837, -6.904, 2.241], [4.202, 4.927, -2.737], [10.192, 2.549, -1.364], [-9.162, -8.407, 1.582]],
  "forces_ev_per_a": [[-2.56, 0.88, -0.42], [0.05, 0.23, -0.22], [0.55, 0.74, 2.87], [0.02, -0.01, 0.21], [0.45, -0.08, 0.88], [-0.06, -0.22, -0.09], [0.09, -0.04, -0.14], [-0.34, -0.29, -0.28], [-1.08, -0.12, -0.45], [-0.26, 0.06, 0.04], [-0.34, 2.34, -0.32], [-0.52, -0.07, 0.17], [-0.03, -0.03, -0.05], [0.04, 0.28, -0.16], [0.80, 0.06, -0.68], [-0.04, 0.22, -0.04], [0.59, -0.23, 0.68], [-0.02, 0.98, 0.78], [-0.04, -0.27, -0.05], [-2.09, 1.28, -0.74], [0.10, 0.02, 0.10], [0.80, 0.78, 0.86], [-0.73, -0.83, -0.64], [0.18, 0.79, 1.59], [0.27, -0.72, 0.68], [-2.92, -1.72, 0.23], [-0.04, -0.10, -0.01], [-0.73, -0.71, 0.33], [0.02, -0.27, -0.37], [0.14, -0.05, -0.09], [0.01, 2.13, -1.79], [-0.31, -0.24, -0.02], [-0.07, 0.17, 0.00], [1.06, -0.81, -0.04], [-2.04, -2.01, 0.34], [0.47, -1.98, 1.91], [-0.97, -1.43, -0.74], [1.51, 1.15, -1.89], [-0.02, -0.42, -0.29], [-0.03, -0.09, -0.02], [-1.61, -0.94, -0.97], [1.19, -1.05, -0.30], [-0.13, 0.07, 0.19], [-0.10, -0.10, 0.22], [-0.20, 0.46, 0.51], [-0.13, -0.55, 1.47], [0.14, 0.00, -0.01], [-0.01, 0.06, -0.03], [0.86, 0.79, -0.11], [1.31, 0.39, -2.27], [0.45, -0.88, -0.34], [-0.20, -0.01, 0.03], [-0.26, 0.76, 1.21], [-0.03, -0.35, -0.05], [0.02, 0.17, -0.27], [0.42, -0.57, -0.31], [-0.45, -0.28, 0.25], [0.28, 0.10, 0.30], [-0.53, 1.10, 0.10], [0.35, -1.21, 0.47], [-0.01, -1.46, 1.00], [-0.20, 0.18, -0.70], [0.53, 1.12, -2.00], [-0.05, 0.03, -0.03], [0.01, 0.37, 0.41], [1.65, 1.07, -0.27], [-0.03, 0.04, -0.13], [-0.63, -0.73, 0.00], [-0.11, 0.21, -0.09], [-0.12, 0.16, 0.08], [0.68, -0.78, 0.49], [0.00, -0.03, 0.05], [0.14, 0.88, -0.57], [-0.02, -0.09, -0.04], [-0.27, -0.36, -0.07], [-0.14, 0.23, 0.04], [0.15, -0.31, 0.20], [-0.27, -0.70, 0.69], [0.52, 0.75, 0.69], [2.48, -0.61, 0.99], [0.09, -0.01, -0.03], [0.08, -0.06, -0.12], [-1.06, 0.84, -0.92], [-0.11, 0.24, 1.30], [-0.17, 0.97, -1.41], [-0.52, 0.76, -0.64], [-0.04, -0.01, -0.04], [0.28, 0.29, -0.37], [-0.46, -1.14, -1.93], [2.63, 0.46, 0.77], [0.51, -0.60, 0.64], [0.63, 0.73, -0.46], [0.09, 0.05, 0.18], [-0.01, 0.05, -0.13], [0.42, 0.13, 0.20], [0.02, 0.07, 0.04]]
}

no.,maximum force (eV/A)
1,2.5
2,3.4